#w
The following is a quantum chemistry calculation of a single C5H6N2 molecule, from OMol25.

```
13
Properties=species:S:1:pos:R:3
C -0.713 -1.566 -0.034
C 0.196 -0.953 -0.811
C 0.890 0.377 -0.503
C 1.568 0.374 0.830
N 2.106 0.379 1.856
N -0.338 1.124 -0.685
C -0.978 1.475 0.351
H -1.355 -1.140 0.756
H -0.809 -2.630 -0.214
H 0.287 -1.198 -1.875
H 1.681 0.565 -1.245
H -2.071 1.453 0.296
H -0.466 1.740 1.280
```

Lowest unoccupied orbital energy: 0.3 eV
Frontier orbital gap: 9.57 eV
SMILES: C=C[C@H](C#N)N=C
M: 94.1 g mol⁻¹


#x
The following is a quantum chemistry calculation of a molecular structure, C5H6N2, from OMol25.

```
13
Properties=species:S:1:pos:R:3
C -1.235 1.465 0.064
C -2.287 0.756 -0.163
C -0.764 0.037 0.482
C 1.742 0.259 -0.090
C 0.461 -0.500 -0.333
N -2.855 -0.502 -0.209
N -1.787 -1.067 0.123
H -0.613 0.059 1.499
H 1.703 1.390 -0.160
H 2.596 0.166 -0.675
H 2.196 0.050 0.952
H 0.592 -1.586 0.038
H 0.250 -0.526 -1.528
```

Lowest unoccupied orbital energy: -0.2 eV
Frontier orbital gap: 9.87 eV
M: 94.1 g mol⁻¹


#y
The following is a quantum chemistry calculation of a single C5H6N2 molecule, from OMol25.

```
13
Properties=species:S:1:pos:R:3
C -1.082 -0.446 0.174
C -1.357 1.097 0.051
C 0.088 0.913 -0.291
N 1.163 1.092 0.407
C 1.846 -0.108 0.243
C 1.130 -1.003 -0.492
N -0.035 -0.348 -0.937
H -1.885 -1.164 0.063
H -0.299 -0.896 0.885
H -1.976 1.396 -0.815
H -1.614 1.685 0.930
H 2.787 -0.260 0.755
H 1.351 -2.021 -0.772
```

Lowest unoccupied orbital energy: 1.0 eV
Frontier orbital gap: 10.01 eV
M: 94.1 g mol⁻¹


Which one sits at the top of the stability order? #y does.